{"formula": "C46H40BrClKN4O6Sb", "method": "ωB97M-V/def2-TZVPD", "elements": ["K", "O", "C", "C", "C", "C", "C", "C", "C", "O", "N", "N", "C", "C", "Br", "C", "C", "C", "C", "C", "C", "C", "H", "H", "H", "H", "H", "H", "H", "H", "H", "H", "H", "H", "H", "H", "O", "Cl", "O", "O", "O", "C", "N", "C", "C", "C", "C", "C", "N", "C", "C", "C", "C", "C", "C", "H", "H", "H", "H", "H", "H", "H", "H", "H", "H", "H", "C", "C", "C", "C", "C", "C", "Sb", "C", "C", "C", "C", "C", "C", "C", "C", "C", "C", "C", "C", "H", "H", "H", "H", "H", "H", "H", "H", "H", "H", "H", "H", "H", "H", "H"], "xyz": [[1.9434, -1.2861, 0.9112], [-0.4998, -6.2759, -0.0131], [-1.7395, -6.6136, 0.0185], [-2.1944, -7.9349, 0.2807], [-3.5412, -8.2536, 0.2677], [-4.5150, -7.2977, -0.0153], [-4.0982, -5.9952, -0.2837], [-2.7611, -5.6510, -0.2635], [-2.2865, -4.2465, -0.5409], [-1.2017, -4.2323, -1.4457], [-1.9125, -3.6107, 0.7242], [-1.9697, -2.3230, 1.0000], [-2.5860, -1.4568, 0.2779], [-2.7456, -0.0933, 0.7769], [-2.2768, 0.1909, 2.6053], [-3.2703, 0.9469, 0.1208], [-3.6736, 0.9553, -1.2951], [-4.7892, 1.6979, -1.6933], [-5.1815, 1.7367, -3.0223], [-4.4606, 1.0396, -3.9844], [-3.3392, 0.3143, -3.6074], [-2.9470, 0.2806, -2.2767], [-0.6210, -4.9379, -1.0642], [-1.4455, -8.6907, 0.4913], [-3.8445, -9.2755, 0.4763], [-5.5659, -7.5589, -0.0288], [-4.8354, -5.2277, -0.5095], [-3.0915, -3.6677, -0.9854], [-1.2408, -4.1327, 1.2723], [-3.0516, -1.6651, -0.6784], [-3.4391, 1.8641, 0.6720], [-5.3541, 2.2415, -0.9442], [-6.0539, 2.3123, -3.3085], [-4.7655, 1.0696, -5.0236], [-2.7513, -0.2212, -4.3410], [-2.0530, -0.2645, -2.0030], [2.4317, -0.4264, 5.1943], [2.4881, -0.6670, 3.7827], [3.2170, -1.8749, 3.4934], [1.1497, -0.7955, 3.2355], [3.1261, 0.4498, 3.1055], [0.8250, 0.3560, -2.4514], [1.8264, -0.3216, -1.6278], [2.8437, -0.7830, -2.2730], [3.9287, -1.5321, -1.7340], [5.0406, -1.9762, -2.4802], [5.8520, -2.6693, -1.5861], [5.1817, -2.6103, -0.3480], [4.0317, -1.9342, -0.4232], [0.2218, -0.5142, -3.5409], [-0.2342, -1.8006, -3.2421], [-0.7972, -2.6024, -4.2240], [-0.8859, -2.1414, -5.5349], [-0.4294, -0.8672, -5.8450], [0.1092, -0.0575, -4.8499], [1.2538, 1.2528, -2.9175], [0.0237, 0.7078, -1.7938], [2.9196, -0.6167, -3.3577], [5.2055, -1.8076, -3.5359], [6.7919, -3.1615, -1.7899], [5.5011, -3.0428, 0.5921], [-0.1640, -2.1903, -2.2325], [-1.1532, -3.5859, -3.9452], [-1.3117, -2.7710, -6.3063], [-0.4950, -0.4979, -6.8622], [0.4666, 0.9364, -5.0986], [-1.3441, 6.6186, 0.9202], [-1.1016, 6.3108, 2.2519], [-0.4814, 5.1124, 2.5916], [-0.0946, 4.2027, 1.6085], [-0.3507, 4.5253, 0.2745], [-0.9650, 5.7217, -0.0704], [0.8710, 2.2997, 2.0059], [1.0239, 2.6299, 4.1126], [2.2011, 2.9389, 4.7849], [2.2033, 3.1042, 6.1639], [1.0287, 2.9543, 6.8886], [-0.1489, 2.6269, 6.2299], [-0.1475, 2.4628, 4.8514], [2.7635, 3.0468, 1.3157], [3.3714, 2.3488, 0.2722], [4.5874, 2.7727, -0.2525], [5.2091, 3.9018, 0.2629], [4.6081, 4.6088, 1.2983], [3.3919, 4.1846, 1.8178], [-1.8279, 7.5512, 0.6548], [-1.3945, 7.0053, 3.0312], [-0.2935, 4.8867, 3.6350], [-0.0640, 3.8318, -0.5116], [-1.1531, 5.9521, -1.1126], [3.1331, 3.0045, 4.2363], [3.1322, 3.3257, 6.6754], [1.0361, 3.0704, 7.9658], [-1.0655, 2.4823, 6.7893], [-1.0709, 2.1909, 4.3493], [2.9150, 1.4525, -0.1405], [5.0499, 2.2024, -1.0492], [6.1618, 4.2294, -0.1362], [5.0884, 5.4926, 1.7032], [2.9218, 4.7577, 2.6113]], "gap_ev": 6.227, "homo_ha": -0.08937, "total_charge": -2, "energy_ha": -6321.5704, "e_above_lowest_kj_mol": 64.3}